Record 1
160
Properties=species:S:1:pos:R:3:forces:R:3 method="wB97M-V/def2-TZVPD" homo_energy_ev=-8.863 homo_lumo_gap_ev=9.01 fmax_ev_per_a=3.8 e_tot_ha=-2761.29423 spin_multiplicity=1 lumo_energy_ev=0.14
C -10.9126 -10.9318 -4.6898 -1.295 0.149 -1.215
C -12.2480 -10.9685 -3.8342 2.814 0.255 -0.318
O -12.3205 -9.8106 -2.9877 -0.712 -0.573 -0.531
H -10.6909 -11.8766 -5.1862 -0.094 -0.401 0.424
H -9.9627 -10.5314 -4.3358 -0.360 0.005 0.776
H -11.2003 -10.3249 -5.5483 0.371 0.450 -0.062
H -12.2368 -11.9142 -3.2924 -0.479 0.114 0.370
H -13.0299 -10.9573 -4.5936 -0.324 0.173 0.606
H -11.5257 -9.7614 -2.4516 0.079 -0.171 -0.052
C -16.3503 -7.9074 -11.0404 0.373 0.741 0.609
C -17.2418 -8.5327 -10.0004 0.031 -1.130 0.314
O -16.5921 -9.6828 -9.4354 0.075 -0.094 -0.170
H -16.7052 -6.8840 -11.1620 -0.028 0.010 -0.575
H -16.2745 -8.4440 -11.9861 -0.402 0.004 0.096
H -15.3314 -7.8084 -10.6659 0.027 -0.092 0.181
H -18.1754 -8.8506 -10.4647 -0.220 0.018 -0.061
H -17.5017 -7.9117 -9.1431 0.116 0.705 -0.376
H -16.9573 -9.8101 -8.5567 0.032 -0.164 -0.021
C -10.9634 -3.1883 -14.0972 -0.217 -1.109 1.392
C -11.2509 -3.7382 -15.4658 0.326 1.964 -0.760
O -12.6488 -3.5081 -15.7332 0.432 -0.680 0.328
H -9.9215 -3.1135 -13.7860 0.256 0.140 -0.729
H -11.3261 -3.9223 -13.3776 -0.491 0.192 0.317
H -11.4483 -2.2303 -13.9093 -0.043 -0.105 -0.235
H -10.8807 -4.7460 -15.6540 -0.419 -0.243 0.299
H -10.6927 -3.0775 -16.1290 0.165 -0.136 -0.550
H -12.8368 -3.7958 -16.6296 -0.002 -0.026 -0.062
C -4.2581 -12.2294 -6.8264 0.345 0.013 1.020
C -4.6115 -12.8532 -8.1443 0.300 -0.396 -0.466
O -4.8531 -14.2448 -8.0252 -0.046 -0.442 0.361
H -3.2161 -12.4262 -6.5744 0.256 0.181 -0.373
H -4.7296 -12.6483 -5.9374 -0.786 -0.081 -0.330
H -4.4144 -11.1507 -6.8160 0.010 -0.032 -0.114
H -3.7236 -12.7626 -8.7700 -0.047 0.474 -0.397
H -5.4768 -12.4450 -8.6665 0.026 0.651 0.236
H -4.9563 -14.5447 -8.9313 -0.062 -0.365 0.054
C 1.1125 -8.7155 -19.4507 -0.241 0.186 -0.064
C 2.3665 -9.5141 -19.2360 0.322 1.055 0.647
O 2.2289 -10.4442 -18.1797 -0.248 -0.951 -0.345
H 1.2937 -7.9343 -20.1889 -0.110 -0.172 -0.330
H 0.7818 -8.1742 -18.5643 0.052 -0.309 0.222
H 0.3354 -9.4083 -19.7734 -0.256 0.305 -0.105
H 3.1594 -8.8593 -18.8742 0.287 0.213 -0.624
H 2.6290 -10.0091 -20.1709 0.319 0.041 0.012
H 2.2810 -11.2869 -18.6366 -0.128 -0.365 0.594
C 0.3288 -6.7434 -6.3666 -1.157 1.468 -0.624
C -0.2602 -6.0063 -5.1437 1.770 -1.515 0.716
O 0.1539 -4.6688 -5.0304 -0.109 0.677 -0.569
H -0.2686 -6.4322 -7.2236 -0.219 -0.521 -0.304
H 0.3065 -7.8244 -6.2287 -0.052 0.153 -0.062
H 1.3166 -6.3961 -6.6694 0.240 -0.097 0.713
H 0.2504 -6.5242 -4.3318 -0.423 -0.292 0.592
H -1.3354 -6.1114 -4.9989 -0.111 -0.128 -0.432
H -0.0356 -4.4185 -4.1232 0.058 0.255 -0.034
C -14.5395 -14.8915 -13.9364 1.458 2.966 1.341
C -15.7403 -15.0977 -13.0132 0.891 0.855 -2.043
O -16.1899 -16.2930 -13.5162 -1.786 -2.780 0.288
H -13.6684 -15.4864 -13.6621 -0.302 -0.523 -0.225
H -14.1539 -13.8786 -13.8208 0.217 0.373 0.259
H -14.7383 -14.8584 -15.0076 -0.501 -0.766 0.059
H -16.5065 -14.3506 -13.2201 0.017 0.398 0.197
H -15.5516 -15.1022 -11.9396 0.333 -0.242 -0.062
H -15.6376 -16.5108 -14.2705 -0.326 -0.277 0.186
C -5.4823 -1.0216 -17.7632 -1.087 -0.444 -0.840
C -4.9378 -2.4126 -17.4763 -0.371 1.474 2.495
O -4.9237 -3.2630 -18.5455 0.164 -0.740 -1.379
H -6.5352 -1.1243 -18.0255 -0.230 -0.256 -0.174
H -5.0691 -0.5511 -18.6554 0.536 0.189 0.351
H -5.5567 -0.3738 -16.8897 0.772 -0.015 -0.008
H -5.5865 -2.8250 -16.7035 -0.330 -0.091 0.297
H -3.9789 -2.3561 -16.9611 0.536 0.177 -0.279
H -4.6782 -4.1069 -18.1594 0.006 -0.311 -0.453
O -6.9729 -10.7576 -20.6453 0.178 0.069 0.171
H -7.9231 -10.6439 -20.6251 -0.272 0.056 0.027
H -6.8136 -11.3113 -21.4097 0.075 -0.133 -0.191
C -13.3438 -10.7892 -18.8102 -0.424 -0.827 -1.373
C -13.6170 -11.7182 -20.0713 -0.588 2.688 -0.033
C -15.0941 -11.6201 -20.5342 0.139 -2.788 2.536
O -15.3824 -12.7583 -21.3614 -0.556 -0.250 -0.750
C -15.5699 -14.0665 -20.7744 0.829 0.708 -0.312
N -12.7935 -11.2559 -21.1764 1.060 -0.878 0.103
H -12.3330 -10.9184 -18.4235 -0.166 -0.241 0.084
H -14.1175 -10.9285 -18.0552 0.235 -0.112 0.197
H -13.4048 -9.7549 -19.1488 -0.079 0.091 -0.054
H -13.4413 -12.7789 -19.8925 0.276 0.197 0.251
H -15.4879 -10.7015 -20.9691 0.476 -0.121 -0.271
H -15.5697 -11.7996 -19.5700 -1.055 0.298 0.084
H -14.6815 -14.3615 -20.2160 -0.041 0.071 0.446
H -15.6084 -14.8073 -21.5730 -0.193 0.396 -0.322
H -16.4678 -14.1956 -20.1699 -0.065 0.467 0.134
H -13.1697 -10.3929 -21.5422 -0.038 0.073 -0.088
H -12.9213 -11.9767 -21.8723 0.209 0.229 -0.626
C -4.3236 -7.4765 -13.1813 1.136 -0.672 0.036
C -5.0282 -8.5639 -13.9414 -1.996 0.048 0.093
C -6.5759 -8.4770 -13.7316 0.293 -0.434 -1.664
O -6.9571 -8.8383 -12.4760 1.788 -0.963 2.542
C -8.3030 -9.0318 -12.3106 -1.636 1.079 -0.112
N -4.7088 -8.4029 -15.3530 -0.414 0.081 -0.357
H -4.4831 -7.5259 -12.1041 -0.169 0.249 -0.100
H -4.4733 -6.4984 -13.6386 -0.455 -0.031 0.252
H -3.2754 -7.7054 -13.3732 0.395 0.282 0.354
H -4.7308 -9.5788 -13.6776 0.037 0.038 0.856
H -7.1637 -9.1928 -14.3062 0.599 -0.125 -1.419
H -6.9654 -7.4972 -14.0081 0.186 0.535 -0.041
H -8.6555 -9.8735 -11.7145 0.858 -0.103 0.409
H -8.8199 -9.1680 -13.2606 -0.026 0.072 -0.353
H -8.6545 -8.0948 -11.8786 -0.782 -0.081 0.196
H -5.3935 -8.9439 -15.8615 -0.041 -0.070 -0.444
H -3.8289 -8.8755 -15.5035 0.230 0.109 -0.261
C 6.2576 -7.6268 -13.3369 0.776 0.426 -0.631
C 5.1326 -6.7853 -12.7331 -0.819 -1.114 -0.200
C 3.7959 -7.5700 -12.4600 1.636 1.129 -0.349
O 4.1229 -8.6280 -11.5991 -1.155 -2.523 -0.795
C 3.0982 -9.7285 -11.6108 0.792 2.013 0.349
N 5.6518 -6.2241 -11.5367 0.658 0.716 1.532
H 7.1800 -7.0460 -13.3387 -0.006 0.533 0.337
H 6.1926 -7.8160 -14.4084 -0.677 -0.521 0.070
H 6.5587 -8.5088 -12.7717 -0.672 -0.234 -0.043
H 4.8821 -5.9821 -13.4260 -0.065 0.108 -0.176
H 3.4021 -7.7438 -13.4614 -0.293 -1.109 0.000
H 3.0879 -6.9030 -11.9680 -0.181 0.274 0.120
H 2.8354 -10.0779 -12.6093 0.204 0.304 -0.175
H 2.2471 -9.2394 -11.1370 -0.414 -0.544 -0.011
H 3.4339 -10.5893 -11.0326 0.294 0.403 0.120
H 4.9393 -6.0643 -10.8389 -0.288 0.255 -0.076
H 6.2705 -6.8771 -11.0775 0.208 -0.117 -0.078
C -8.3122 -1.5290 -6.3128 0.030 1.764 -0.523
C -7.6823 -2.6385 -7.1293 -0.042 -2.148 1.588
C -6.1430 -2.4769 -7.3617 -0.837 1.167 -0.047
O -6.0311 -2.0539 -8.6938 -0.377 -0.407 -1.140
C -4.7817 -1.6210 -9.0996 1.216 0.987 0.653
N -7.9275 -3.8418 -6.3113 1.241 -0.529 0.337
H -7.5248 -0.9841 -5.7922 0.047 0.314 -0.260
H -9.0081 -1.7093 -5.4934 -0.092 -1.123 -0.284
H -8.8636 -0.8591 -6.9726 0.248 0.402 0.016
H -8.1138 -2.8585 -8.1058 -0.108 0.915 -0.239
H -5.5381 -3.3529 -7.1279 -0.185 -0.426 -0.170
H -5.7335 -1.6478 -6.7846 -0.071 -0.030 0.694
H -4.3997 -0.7701 -8.5356 -0.521 0.676 0.570
H -4.7875 -1.2239 -10.1147 -0.198 -0.754 -0.158
H -3.9587 -2.2964 -8.8662 -0.115 -0.890 -0.691
H -8.8570 -3.9886 -5.9444 0.029 0.234 -0.406
H -7.5585 -4.6730 -6.7505 -0.261 -0.156 0.058
C -3.5790 -15.7049 -15.3063 -0.843 -0.696 1.150
C -4.8088 -16.0915 -16.1580 1.207 -0.912 -0.337
C -6.1843 -15.5727 -15.6942 0.793 -0.384 1.168
O -6.5360 -16.0880 -14.4139 -1.441 -0.849 1.319
C -7.0436 -17.4833 -14.3797 2.692 0.546 -1.768
N -4.4773 -15.6391 -17.4746 -0.987 1.131 -1.815
H -3.4686 -14.6217 -15.3565 -0.035 0.050 0.290
H -2.6268 -16.1503 -15.5944 -0.210 -0.122 -0.811
H -3.6563 -16.0678 -14.2814 -0.320 0.438 0.297
H -4.8795 -17.1513 -16.4025 -0.074 -0.556 1.438
H -6.9905 -15.7393 -16.4086 0.127 -0.216 -0.362
H -6.1065 -14.5016 -15.5079 -0.008 0.192 -0.171
H -7.8690 -17.6486 -15.0720 -0.123 0.153 0.203
H -7.1237 -18.0526 -13.4536 -0.643 1.431 0.714
H -6.1404 -17.9748 -14.7413 -0.324 -0.806 -0.764
H -5.1354 -14.9131 -17.7194 0.416 0.378 -0.617
H -3.5205 -15.3354 -17.5858 -0.225 0.232 0.071

Record 2
168
Properties=species:S:1:pos:R:3:forces:R:3 method="wB97M-V/def2-TZVPD" homo_energy_ev=-8.407 homo_lumo_gap_ev=8.16 fmax_ev_per_a=2.1 e_tot_ha=-3268.26811 spin_multiplicity=1 lumo_energy_ev=-0.25 e_above_lowest_kcal_mol=0.00
C -5.0481 -3.9791 -2.9363 -0.289 0.213 0.053
O -3.9983 -3.0667 -3.2067 0.192 -0.763 0.151
C -3.5726 -2.3183 -2.1145 0.593 1.396 -0.132
C -4.4096 -1.0792 -1.8453 0.006 0.062 2.065
N -5.6074 -1.3870 -1.0374 -0.202 0.116 -0.609
C -6.2637 -0.1641 -0.5630 -0.081 -0.476 0.358
C -7.6363 -0.4652 0.0437 -0.215 -0.638 -0.040
O -7.6362 -0.3685 1.4653 -0.096 -0.158 -0.207
C -8.1796 0.8203 1.9448 0.090 1.465 -0.268
H -4.9401 -4.8058 -3.6345 -0.127 -0.010 -0.049
H -6.0172 -3.4854 -3.0499 -0.004 -0.120 -0.108
H -5.0203 -4.3649 -1.9113 0.233 0.000 -0.030
H -2.5668 -1.9390 -2.3433 -0.076 -0.153 -0.290
H -3.4209 -2.8663 -1.1719 -0.422 -0.394 -0.155
H -4.6788 -0.5127 -2.7332 -0.051 -0.245 -0.222
H -3.7853 -0.4226 -1.2037 0.176 0.094 -0.492
H -5.3121 -1.9066 -0.2175 0.034 -0.110 -0.081
H -6.3449 0.5059 -1.4179 0.048 0.195 0.114
H -5.6910 0.2839 0.2648 0.112 0.398 -0.389
H -7.9026 -1.5053 -0.1683 0.156 0.055 -0.119
H -8.4306 0.1358 -0.4117 0.065 0.225 0.242
H -7.6284 1.7231 1.6107 0.179 -0.363 -0.004
H -8.1397 0.8469 3.0305 -0.154 -0.326 0.056
H -9.2003 1.0134 1.5849 -0.082 -0.414 0.220
C 0.8884 -2.4736 4.2005 -0.341 -0.197 0.398
O 1.1983 -1.7684 3.0246 0.680 -0.036 0.138
C 1.6422 -2.6265 1.9623 -1.417 0.435 0.108
C 1.9055 -1.7797 0.7357 -0.465 0.069 -0.450
N 0.7044 -1.1901 0.1223 0.048 0.511 0.587
C -0.0555 -0.3121 1.0418 -0.994 -0.909 -0.793
C -1.0578 0.5277 0.2668 -0.386 0.125 0.565
O -0.4115 1.7100 -0.0954 0.097 0.280 0.197
C -1.2201 2.7486 -0.6312 0.537 -0.716 -0.332
H 0.1231 -3.2407 4.0198 0.169 -0.044 -0.131
H 0.4664 -1.7750 4.9262 0.142 0.136 -0.107
H 1.7637 -2.9520 4.6582 0.008 -0.022 -0.152
H 0.7569 -3.2369 1.7234 0.443 -0.527 -0.017
H 2.4898 -3.2421 2.2784 0.017 -0.035 -0.075
H 2.3027 -2.4429 -0.0352 0.436 0.032 0.164
H 2.5808 -0.9517 0.9468 0.310 -0.247 0.026
H 0.0788 -1.9548 -0.1158 0.162 0.002 -0.311
H 0.5960 0.3359 1.6200 0.031 -0.021 -0.020
H -0.6545 -0.9404 1.7143 0.254 0.218 0.290
H -1.9293 0.7293 0.9137 0.109 0.182 -0.025
H -1.4781 -0.0083 -0.6020 0.295 -0.031 -0.097
H -1.6960 2.3840 -1.5499 -0.078 0.226 -0.045
H -0.4857 3.5127 -0.8672 -0.348 0.329 -0.100
H -1.9763 3.1263 0.0579 0.075 -0.068 0.134
C 3.5262 -5.1442 -1.1291 0.416 -0.176 0.183
O 2.4921 -4.3305 -1.6396 0.055 0.105 0.105
C 2.7394 -3.9028 -2.9569 -0.118 0.212 -1.225
C 2.1353 -2.5317 -3.2326 -0.237 0.519 -0.331
N 2.7534 -1.4063 -2.5854 -0.121 0.573 -0.336
C 4.1319 -1.1079 -2.9019 -0.135 0.197 0.573
C 4.6088 0.1092 -2.1076 -0.453 0.433 -0.327
O 5.9598 -0.0550 -1.8185 0.758 -0.244 -0.140
C 6.5772 1.1084 -1.3405 -0.286 0.945 -0.286
H 3.2236 -5.5904 -0.1833 -0.278 0.087 -0.051
H 4.4272 -4.5515 -0.9299 -0.044 0.018 -0.139
H 3.7812 -5.9501 -1.8250 -0.045 0.019 0.001
H 2.3238 -4.6145 -3.6897 -0.127 -0.050 0.237
H 3.8029 -3.8594 -3.2220 0.097 -0.023 0.522
H 1.0584 -2.4930 -3.0482 0.061 -0.200 0.371
H 2.1843 -2.3249 -4.3121 0.254 -0.384 -0.033
H 2.4498 -1.1481 -1.6603 -0.031 -0.390 0.125
H 4.2149 -0.8461 -3.9617 0.048 -0.352 -0.094
H 4.8118 -1.9390 -2.6721 0.084 0.077 -0.085
H 4.0210 0.3096 -1.1979 -0.048 -0.351 0.056
H 4.4860 1.0132 -2.7245 -0.068 -0.047 0.115
H 6.3429 1.2778 -0.2843 0.280 -0.077 0.058
H 6.2307 2.0082 -1.8802 -0.187 -0.233 0.015
H 7.6446 1.0886 -1.5509 0.067 -0.440 0.389
C -4.9295 0.0940 4.6570 0.557 0.211 0.021
O -3.7857 0.0690 3.8155 -0.375 0.279 0.170
C -2.5890 -0.1453 4.5113 0.768 -0.342 0.544
C -1.5186 0.8288 4.0982 1.229 0.541 0.693
N -1.4386 2.0632 4.9039 -0.582 -0.274 0.002
C -0.5832 2.9993 4.2187 0.216 0.028 -0.437
C -0.6502 4.3893 4.7823 -0.042 0.468 0.044
O -1.9125 5.0215 4.5681 0.323 0.056 0.251
C -2.3269 5.0681 3.2298 -0.821 -0.546 -0.801
H -5.7418 0.5166 4.0748 -0.211 -0.344 -0.074
H -4.7630 0.7585 5.5130 0.029 -0.033 0.004
H -5.1247 -0.9104 5.0398 -0.389 -0.002 -0.062
H -2.2180 -1.1760 4.3976 -0.156 0.030 -0.528
H -2.6829 -0.0780 5.6055 -0.392 0.338 -0.097
H -1.5114 1.0912 3.0334 -0.469 -0.332 -0.080
H -0.5329 0.3796 4.2943 -0.181 -0.316 -0.296
H -2.3396 2.4964 5.0819 -0.098 -0.124 -0.260
H -0.8389 3.0532 3.1464 0.093 -0.016 -0.027
H 0.4459 2.6277 4.2476 0.094 0.082 0.128
H 0.1318 5.0250 4.3475 0.060 -0.162 -0.080
H -0.4989 4.3681 5.8616 -0.086 0.036 0.019
H -2.9475 5.9473 3.0481 0.115 0.117 0.315
H -2.9666 4.2013 2.9976 0.062 0.058 0.022
H -1.5548 5.0493 2.4512 0.358 0.183 0.420
C 3.8847 1.6800 -5.6911 0.137 0.052 -0.045
O 2.9280 0.7648 -6.1674 0.098 -0.147 0.062
C 1.6470 0.9474 -5.6224 -0.627 0.077 0.885
C 0.9085 2.1674 -6.1575 0.300 -0.152 -0.831
N -0.4536 2.1771 -5.6756 0.083 0.228 0.360
C -1.2766 3.1738 -6.3486 -0.244 -0.616 0.226
C -2.7198 2.9945 -5.9656 -0.818 0.615 -0.697
O -2.8879 3.3700 -4.6160 -0.039 -0.577 0.282
C -4.0360 2.8021 -4.0086 0.283 0.355 0.002
H 3.6408 2.7085 -5.9766 0.026 0.021 0.059
H 4.8384 1.4206 -6.1471 -0.005 -0.019 -0.030
H 4.0057 1.6218 -4.6008 -0.154 0.025 -0.081
H 1.6486 1.0074 -4.5153 0.476 0.241 -0.599
H 1.0527 0.0499 -5.8032 0.088 0.027 -0.462
H 0.9022 2.0932 -7.2526 -0.086 -0.070 0.056
H 1.4446 3.1019 -5.9368 -0.009 -0.097 0.072
H -0.3977 2.4134 -4.6861 -0.177 -0.104 -0.047
H -1.2056 2.9704 -7.4190 0.108 0.355 -0.064
H -1.0096 4.2119 -6.1031 0.239 -0.019 -0.275
H -3.1039 1.9898 -6.1742 0.387 -0.202 0.371
H -3.3585 3.6502 -6.5848 0.198 0.050 0.031
H -3.9851 1.7126 -4.0608 -0.183 -0.041 -0.110
H -4.9291 3.2038 -4.4954 -0.170 -0.260 0.074
H -4.0208 3.1027 -2.9622 -0.064 0.044 0.007
C 6.2655 -1.3403 1.1086 -0.806 0.277 0.035
O 6.8010 -2.1930 2.0997 -0.003 -0.259 -0.513
C 6.4922 -1.9082 3.4416 0.240 -0.406 0.057
C 5.0310 -2.0496 3.8168 -0.597 0.906 -0.007
N 4.1637 -1.1173 3.1063 -0.015 -0.286 -0.381
C 4.2841 0.2782 3.4941 0.416 -0.390 -0.105
C 3.2668 1.0683 2.6999 0.337 -0.354 -0.006
O 3.4329 2.4428 2.9095 -0.274 0.028 0.538
C 2.6854 3.1821 1.9942 0.004 0.639 -1.206
H 6.9834 -1.1698 0.3110 0.235 -0.098 0.130
H 5.9231 -0.3953 1.5389 0.422 0.128 -0.093
H 5.3451 -1.7408 0.6604 0.230 -0.248 0.027
H 6.9000 -0.9283 3.7155 -0.122 0.065 0.082
H 7.0455 -2.6804 3.9807 0.051 0.223 0.256
H 4.8854 -1.8419 4.8910 0.482 -0.475 0.159
H 4.6743 -3.0526 3.5823 0.144 -0.121 0.096
H 3.2098 -1.4554 3.1580 0.052 0.491 0.218
H 5.2617 0.6461 3.1598 0.009 -0.002 0.231
H 4.2644 0.4004 4.5902 -0.351 0.280 -0.108
H 2.2510 0.7160 2.9234 -0.047 0.206 -0.017
H 3.4963 0.8480 1.6452 -0.277 -0.044 -0.027
H 2.8647 4.2459 2.1502 0.034 -0.066 0.248
H 1.6018 3.0142 1.9859 0.002 -0.265 0.443
H 3.0078 2.9663 0.9584 0.025 -0.055 0.168
O -1.7452 -4.8475 3.3815 0.000 -0.089 0.087
H -2.0627 -5.5356 2.7879 0.025 0.009 -0.062
H -2.5366 -4.3601 3.6319 -0.002 0.063 -0.014
O 1.1680 1.1405 -2.3322 0.000 -0.146 -0.140
H 0.8208 0.6524 -1.5708 0.053 0.183 0.197
H 1.5158 0.4562 -2.9245 0.080 -0.142 0.443
O -2.6676 5.4892 -0.1784 0.035 0.227 -0.081
H -2.5930 6.3400 0.2631 -0.036 0.013 0.008
H -2.2997 5.6390 -1.0652 0.031 -0.277 -0.064
O 1.2914 3.6227 -3.4929 0.017 0.187 0.219
H 2.0931 3.7461 -4.0078 -0.001 0.108 0.053
H 1.4967 2.9174 -2.8562 -0.199 -0.218 -0.053
O -1.1624 -5.2958 6.6582 -0.067 0.037 0.066
H -2.0962 -5.4463 6.4877 -0.016 -0.003 -0.007
H -0.8572 -4.7726 5.9107 0.056 -0.040 -0.033
O -0.2357 -3.7503 -1.0909 -0.193 -0.189 -0.253
H -0.9033 -3.8018 -1.7831 -0.081 0.008 0.052
H 0.5815 -4.0612 -1.5135 0.105 -0.029 0.377
O -1.5093 4.9847 -2.9523 -0.176 0.095 0.039
H -2.1045 4.5770 -3.6097 0.230 0.110 0.181
H -0.7261 4.4207 -2.9819 0.189 0.164 -0.027
O 1.1281 -6.1149 4.5059 0.005 0.070 -0.140
H 1.3969 -6.9724 4.1652 0.026 -0.026 0.039
H 0.2025 -6.0270 4.2517 -0.029 0.030 0.025